Entry 1:
# C22H40Cl2N5O3Ti

C22H40Cl2N5O3Ti as an isolated structure at a distorted geometry (the ωB97M-V functional and the def2-TZVPD basis, OMol25).

Each line ends with the Löwdin spin population.
Geometry (Å):
O (-0.13, 0.28, -2.17)  0.0297
C (-1.09, 0.98, -2.69)  0.1127
C (-0.68, 1.58, -3.95)  0.0271
C (0.51, 2.32, -3.93)  0.0257
H (0.97, 2.49, -2.97)  0.0016
C (1.07, 2.83, -5.09)  0.0045
H (1.98, 3.43, -5.03)  -0.0008
C (0.44, 2.59, -6.32)  0.0435
H (0.89, 2.99, -7.23)  0.0037
C (-0.75, 1.87, -6.36)  0.0025
H (-1.24, 1.71, -7.33)  -0.0010
C (-1.33, 1.37, -5.19)  0.0320
H (-2.28, 0.83, -5.21)  0.0014
H (-2.13, 0.69, -2.47)  0.0055
C (-2.45, 3.17, -1.26)  0.0946
C (-2.54, 1.79, -0.86)  0.5446
H (-2.79, 3.96, -0.58)  0.0056
H (-3.04, 3.28, -2.18)  0.0127
H (-1.42, 3.40, -1.55)  0.0259
C (-2.80, 1.12, 0.26)  0.0598
C (-4.11, 0.92, 1.03)  0.0348
H (-2.00, 0.50, 0.72)  0.0265
H (-4.96, 1.35, 0.48)  0.0022
H (-4.08, 1.38, 2.03)  -0.0012
H (-4.30, -0.15, 1.19)  0.0014
Ti (0.73, -0.53, -0.83)  0.8887
Cl (1.70, 1.75, -0.84)  0.0082
Cl (-1.76, -1.32, -0.96)  0.0120
H (4.73, 0.53, -3.98)  0.0001
H (6.10, 1.12, -2.34)  0.0000
C (3.86, 0.24, -3.39)  0.0019
C (5.42, 0.87, -1.51)  0.0006
N (4.32, 0.03, -2.01)  0.0159
H (3.42, -0.69, -3.76)  0.0003
C (3.54, -0.58, -1.14)  0.0232
O (2.44, -1.16, -1.48)  0.0078
H (5.96, 0.32, -0.72)  -0.0008
H (3.88, -0.57, -0.09)  -0.0004
H (3.13, 1.06, -3.42)  0.0013
H (5.04, 1.81, -1.09)  0.0010
H (-1.70, -3.84, 1.46)  -0.0005
H (-0.01, -6.25, -0.35)  -0.0004
C (-1.74, -3.75, 0.37)  -0.0001
C (-0.58, -5.52, -0.94)  -0.0003
N (-0.55, -4.22, -0.28)  0.0007
H (-1.84, -2.66, 0.12)  0.0005
C (0.63, -3.59, -0.15)  0.0037
O (0.74, -2.37, 0.17)  0.0098
H (-0.15, -5.47, -1.94)  -0.0001
H (1.52, -4.21, -0.37)  -0.0016
H (-2.60, -4.27, -0.06)  0.0001
H (-1.63, -5.82, -1.00)  0.0000
C (2.44, 0.74, 2.53)  -0.0018
N (1.27, 0.07, 3.10)  -0.0238
C (1.36, -0.33, 4.49)  -0.0038
C (0.22, -0.22, 2.33)  -0.0464
N (0.26, 0.15, 1.03)  0.0231
N (-0.90, -0.86, 2.86)  -0.0036
C (-1.84, -0.12, 3.71)  -0.0003
C (-0.70, -2.25, 3.30)  -0.0050
H (3.21, 0.77, 3.30)  -0.0005
H (2.21, 1.77, 2.22)  -0.0002
H (2.82, 0.18, 1.67)  -0.0009
H (0.43, -0.09, 5.03)  -0.0005
H (1.58, -1.40, 4.56)  -0.0036
H (2.19, 0.21, 4.93)  0.0000
H (0.35, 1.18, 0.96)  0.0035
H (-2.84, -0.57, 3.60)  0.0005
H (-1.57, -0.18, 4.79)  -0.0002
H (-1.93, 0.93, 3.41)  0.0003
H (-1.67, -2.76, 3.30)  -0.0014
H (-0.02, -2.74, 2.59)  -0.0010
H (-0.27, -2.30, 4.32)  -0.0012

Results
Total charge: -1
Kohn-Sham gap (alpha / beta) (eV): 2.31 / 2.25
Highest occupied orbital energy (alpha / beta) (eV): -0.336 / -0.115
Expectation value of S²: 2.111
Multiplicity: 3
Relative energy (zero: lowest compared OMol25 entry of this formula, charge and spin) (kcal per mole): 130.17
DFT total energy (eV): -85210.9951

Entry 2:
# C22H40ClIN4Tc

C22H40ClIN4Tc as an isolated structure at a distorted geometry (the ωB97M-V functional and the def2-TZVPD basis, OMol25).

Each line ends with the Löwdin spin population.
Geometry (Å):
Tc (-0.54, 0.99, 0.23)  2.5668
Cl (1.75, 0.74, -0.14)  0.1449
C (-2.41, 3.79, 2.03)  0.0121
C (-0.78, 2.78, 0.94)  -0.0251
N (-1.34, 2.95, 2.17)  -0.0356
H (-3.30, 4.68, 0.20)  -0.0039
N (-1.61, 3.37, 0.02)  -0.0277
H (-3.03, 4.11, 2.86)  -0.0006
C (-0.85, 2.17, 3.38)  0.0088
C (-0.83, 3.09, 4.59)  -0.0026
C (-1.68, 0.92, 3.60)  0.0304
H (-1.83, 3.43, 4.90)  -0.0010
H (-0.39, 2.52, 5.42)  0.0006
H (-0.18, 3.96, 4.41)  -0.0004
H (0.84, 1.10, 4.07)  0.0009
H (1.28, 2.52, 3.10)  0.0016
H (-1.66, 0.25, 2.72)  0.0241
C (0.58, 1.69, 3.18)  0.0305
H (-2.72, 1.15, 3.83)  0.0007
H (-1.23, 0.38, 4.45)  0.0001
H (0.75, 1.01, 2.32)  0.0207
C (-2.56, 4.08, 0.71)  -0.0051
C (-2.73, 2.31, -1.89)  0.0171
H (-3.60, 2.95, -2.03)  -0.0001
H (-2.51, 1.81, -2.85)  -0.0008
C (-1.53, 3.11, -1.49)  0.0129
H (-0.47, 2.11, -2.98)  0.0071
C (-1.35, 4.44, -2.22)  0.0005
H (-0.41, 4.91, -1.90)  0.0006
H (-2.96, 1.51, -1.16)  0.0122
H (-0.17, 1.20, -1.53)  0.0135
H (-2.18, 5.13, -2.08)  -0.0010
H (-1.25, 4.21, -3.28)  0.0019
C (-0.31, 2.31, -1.90)  0.0549
H (0.63, 2.87, -1.82)  0.0029
C (2.68, -4.28, -0.78)  0.0004
N (1.87, -3.40, -0.04)  0.0002
H (3.01, -4.35, -2.96)  0.0000
N (1.63, -2.88, -2.18)  0.0002
H (3.28, -5.02, -0.30)  0.0000
C (1.77, -3.12, 1.42)  0.0009
C (2.02, -4.38, 2.18)  0.0006
C (2.69, -2.00, 1.82)  0.0031
H (3.04, -4.72, 2.08)  0.0002
H (1.85, -4.17, 3.23)  0.0000
H (1.35, -5.19, 1.88)  0.0001
H (0.32, -2.41, 2.85)  -0.0002
H (-0.46, -2.97, 1.36)  0.0010
H (2.37, -1.06, 1.36)  0.0027
C (0.42, -2.48, 1.75)  0.0134
H (3.74, -2.17, 1.58)  0.0009
H (2.61, -1.89, 2.91)  0.0002
H (0.41, -1.45, 1.37)  0.0155
C (2.54, -3.95, -2.09)  0.0004
C (1.84, -0.66, -3.30)  0.0024
H (2.92, -0.67, -3.36)  0.0014
H (1.45, -0.13, -4.19)  0.0002
C (1.16, -2.02, -3.30)  0.0002
H (-0.64, -1.11, -4.00)  0.0000
C (1.36, -2.77, -4.56)  -0.0002
H (0.83, -3.72, -4.56)  0.0000
H (1.55, -0.08, -2.42)  0.0015
H (-0.30, -0.79, -2.29)  0.0003
H (2.41, -2.95, -4.77)  -0.0001
H (0.95, -2.17, -5.37)  0.0000
C (-0.28, -1.57, -3.07)  0.0023
H (-1.00, -2.32, -2.75)  0.0017
C (1.22, -2.68, -0.93)  0.0022
I (-2.37, -1.09, -0.01)  0.0864

Results
Total charge: -2
Kohn-Sham gap (alpha / beta) (eV): 2.32 / 2.18
Highest occupied orbital energy (alpha / beta) (eV): 2.365 / 2.507
Expectation value of S²: 3.925
Multiplicity: 4
Relative energy (zero: lowest compared OMol25 entry of this formula, charge and spin) (kcal per mole): 35.85
DFT total energy (eV): -52239.7797